1 | Density functional theory data (ωB97M-V with the def2-TZVPD basis set) for a 2-piece molecular cluster, CH5N2P overall.

Bonds (Å) are listed after each position.
Element x y z (Å)
1 N 2.101 0.388 -0.081  H4 1.022, P7 1.546
2 H -1.228 1.060 -0.794  C8 1.030
3 N -1.025 -0.311 0.485  C8 1.217, H9 1.088
4 H 2.648 1.024 0.503  N1 1.022
5 H 1.363 -1.128 -1.031  P7 1.352
6 H -2.825 0.590 -0.203  C8 1.098
7 P 2.207 -1.151 0.025  N1 1.546, H5 1.352
8 C -1.743 0.402 -0.191  H2 1.030, N3 1.217, H6 1.098
9 H -1.498 -0.873 1.287  N3 1.088

Calculated values
Multiplicity: 1
Highest occupied orbital energy in eV: -8.74
Kohn-Sham gap in eV: 8.948
Net charge: 0
SMILES string: [H]/N=P/[H].C=N

***

2 | Density functional theory data (ωB97M-V with the def2-TZVPD basis set) for the molecule CH5N2P.

Bonds (Å) are listed after each position.
Element x y z (Å)
1 N 0.016 1.411 -1.659  H6 0.999, P7 1.753, H8 0.954
2 N -0.077 -0.278 0.014  P7 1.570, C9 1.459
3 H -0.513 -0.694 1.904  C9 1.091
4 H -0.245 -2.193 0.762  C9 1.101
5 H 1.157 -1.160 1.496  C9 1.150
6 H -0.312 2.232 -2.123  N1 0.999
7 P 0.534 1.168 -0.001  N1 1.753, N2 1.570
8 H -0.627 0.718 -1.526  N1 0.954
9 C 0.066 -1.204 1.133  N2 1.459, H3 1.091, H4 1.101, H5 1.150

Calculated values
Multiplicity: 1
Highest occupied orbital energy in eV: -9.09
Kohn-Sham gap in eV: 9.332
Net charge: 0
SMILES string: C/N=P/N

***

Quick one: least stable of them? 1

***

1 | Density functional theory data (ωB97M-V with the def2-TZVPD basis set) for a 2-piece molecular cluster, C3H10NO overall.

Bonds (Å) are listed after each position.
Element x y z (Å)
1 H -0.820 1.403 2.118  C8 1.086
2 C 0.292 -0.395 2.674  C8 1.519, H9 1.091, H10 1.088, H13 1.088
3 C 0.827 0.051 -2.780  H4 1.104, O12 1.198, H15 1.104
4 H 0.096 0.789 -2.407  C3 1.104
5 H -0.617 0.000 0.130  N14 1.052
6 H -2.234 0.304 0.500  N14 1.042
7 H -1.815 0.148 2.863  C8 1.086
8 C -0.962 0.330 2.215  H1 1.086, C2 1.519, H7 1.086, N14 1.513
9 H 0.573 -0.031 3.663  C2 1.091
10 H 1.110 -0.214 1.980  C2 1.088
11 H -1.537 -1.199 0.862  N14 1.046
12 O 1.630 0.312 -3.629  C3 1.198
13 H 0.119 -1.467 2.753  C2 1.088
14 N -1.370 -0.166 0.846  H5 1.052, H6 1.042, C8 1.513, H11 1.046
15 H 0.794 -0.953 -2.322  C3 1.104

Calculated values
Multiplicity: 2
Highest occupied orbital energy (alpha / beta) in eV: -3.99 / -9.88
Kohn-Sham gap (alpha / beta) in eV: 4.895 / 10.195
Expectation value of S²: 0.75
Net charge: 0

***

2 | Density functional theory data (ωB97M-V with the def2-TZVPD basis set) for a 2-piece molecular cluster, C3H10NO overall.

Bonds (Å) are listed after each position.
Element x y z (Å)
1 H -0.247 -2.339 -2.051  O11 0.982
2 C 0.186 0.686 1.177  H3 1.078, C4 1.492, C14 1.328
3 H 1.025 1.361 1.214  C2 1.078
4 C -0.357 0.172 2.467  C2 1.492, H5 1.084, H9 1.089, H13 1.088
5 H -0.921 -0.747 2.357  C4 1.084
6 H 1.063 1.420 -1.108  N15 1.033
7 H -1.335 -0.058 -0.146  C14 1.080
8 H -0.517 1.352 -1.846  N15 1.047
9 H 0.414 -0.055 3.202  C4 1.089
10 H 1.020 -2.219 -2.903  O11 0.974
11 O 0.511 -1.740 -2.225  H1 0.982, H10 0.974
12 H 0.430 -0.013 -1.794  N15 1.040
13 H -1.078 0.848 2.923  C4 1.088
14 C -0.405 0.471 0.007  C2 1.328, H7 1.080, N15 1.473
15 N 0.210 0.861 -1.274  H6 1.033, H8 1.047, H12 1.040, C14 1.473

Calculated values
Multiplicity: 2
Highest occupied orbital energy (alpha / beta) in eV: -2.62 / -7.64
Kohn-Sham gap (alpha / beta) in eV: 3.004 / 7.879
Expectation value of S²: 0.75
Net charge: 0

***

Quick one: least stable of them? 2

***

1 | Density functional theory data (ωB97M-V with the def2-TZVPD basis set) for the molecule C3H10N2.

Bonds (Å) are listed after each position.
Element x y z (Å)
1 H 1.080 2.143 0.037  C9 1.088
2 C -1.038 -0.860 -0.913  H5 1.093, N10 1.494, N13 1.417, H14 1.094
3 H 1.639 -0.654 0.108  C12 1.108
4 H -2.515 -1.910 0.148  N10 1.009
5 H -0.559 -1.786 -1.242  C2 1.093
6 H 2.546 1.379 -0.010  C9 1.093
7 H 0.491 -0.488 1.279  C12 1.090
8 H 1.933 1.573 1.617  C9 1.081
9 C 1.635 1.391 0.594  H1 1.088, H6 1.093, H8 1.081, C12 1.524
10 N -1.777 -1.246 0.326  C2 1.494, H4 1.009, H11 1.012
11 H -2.080 -0.382 0.758  N10 1.012
12 C 0.876 0.080 0.433  H3 1.108, H7 1.090, C9 1.524, N13 1.450
13 N -0.092 0.161 -0.645  C2 1.417, C12 1.450, H15 1.006
14 H -1.743 -0.504 -1.670  C2 1.094
15 H -0.397 1.103 -0.820  N13 1.006

Calculated values
Multiplicity: 1
Highest occupied orbital energy in eV: -8.42
Kohn-Sham gap in eV: 9.622
Net charge: 0
SMILES string: CCNCN

***

2 | Density functional theory data (ωB97M-V with the def2-TZVPD basis set) for a 2-piece molecular cluster, C3H10N2 overall.

Bonds (Å) are listed after each position.
Element x y z (Å)
1 C 0.987 0.337 0.120  N2 1.391, H11 1.089, C14 1.328
2 N 1.146 -1.044 0.093  C1 1.391, C10 1.463, H15 1.013
3 H 2.988 0.917 0.160  C14 1.084
4 H -0.775 -1.514 -0.541  C10 1.087
5 H 1.742 2.294 0.292  C14 1.077
6 H -3.705 1.332 0.761  N9 1.016
7 H 0.421 -1.480 -1.870  C10 1.092
8 H -2.178 1.711 0.373  N9 1.015
9 N -2.803 0.926 0.529  H6 1.016, H8 1.015, H13 1.019
10 C 0.249 -1.746 -0.825  N2 1.463, H4 1.087, H7 1.092, H12 1.089
11 H -0.058 0.644 0.117  C1 1.089
12 H 0.397 -2.819 -0.721  C10 1.089
13 H -2.481 0.484 1.389  N9 1.019
14 C 1.955 1.243 0.192  C1 1.328, H3 1.084, H5 1.077
15 H 2.117 -1.284 -0.068  N2 1.013

Calculated values
Multiplicity: 1
Highest occupied orbital energy in eV: -8.21
Kohn-Sham gap in eV: 9.284
Net charge: 0
SMILES string: C=CNC.N

***

3 | Density functional theory data (ωB97M-V with the def2-TZVPD basis set) for the molecule C3H10N2.

Bonds (Å) are listed after each position.
Element x y z (Å)
1 H 1.978 -0.285 -1.864  C11 1.124
2 H 0.541 1.130 0.111  C12 1.068
3 H -0.751 0.098 1.969  C14 1.127
4 H -0.386 0.635 -1.043  C12 1.117
5 H -1.947 1.948 1.132  N15 0.985
6 H 2.428 0.170 -0.281  C11 1.083
7 N 0.800 -0.972 -0.221  H8 1.022, C11 1.467, C12 1.423
8 H 0.368 -1.760 -0.708  N7 1.022
9 H -1.693 -0.809 0.723  C14 1.042
10 H -2.783 0.895 0.121  N15 1.030
11 C 2.108 -0.707 -0.830  H1 1.124, H6 1.083, N7 1.467, H13 1.055
12 C 0.027 0.217 -0.094  H2 1.068, H4 1.117, N7 1.423, C14 1.535
13 H 2.640 -1.617 -0.885  C11 1.055
14 C -1.124 0.045 0.907  H3 1.127, H9 1.042, C12 1.535, N15 1.450
15 N -2.203 1.012 0.964  H5 0.985, H10 1.030, C14 1.450

Calculated values
Multiplicity: 1
Highest occupied orbital energy in eV: -8.62
Kohn-Sham gap in eV: 9.739
Net charge: 0
SMILES string: CNCCN

***

4 | Density functional theory data (ωB97M-V with the def2-TZVPD basis set) for a 2-piece molecular cluster, C3H10N2 overall.

Bonds (Å) are listed after each position.
Element x y z (Å)
1 H 0.336 -2.036 0.546  C8 1.088
2 N 1.962 3.229 0.651  H9 1.021, C15 1.272
3 H -0.113 -3.601 -0.095  C8 1.099
4 H -1.667 -3.144 1.835  C6 1.083
5 H 2.229 3.521 -1.374  C15 1.090
6 C -1.766 -2.636 0.884  H4 1.083, H7 1.094, C8 1.519, H13 1.092
7 H -2.518 -3.150 0.276  C6 1.094
8 C -0.481 -2.580 0.076  H1 1.088, H3 1.099, C6 1.519, H14 1.097
9 H 2.888 3.659 0.693  N2 1.021
10 H 0.120 2.617 -1.891  N12 1.001
11 H -0.171 2.169 -0.245  N12 1.008
12 N 0.410 2.620 -0.934  H10 1.001, H11 1.008, C15 1.352
13 H -2.178 -1.642 1.074  C6 1.092
14 H -0.650 -2.178 -0.930  C8 1.097
15 C 1.597 3.154 -0.565  N2 1.272, H5 1.090, N12 1.352

Calculated values
Multiplicity: 1
Highest occupied orbital energy in eV: -9.21
Kohn-Sham gap in eV: 10.089
Net charge: 0
SMILES string: [H]/N=C/N.CC

***

Quick one: least stable of them? 3

***

1 | Density functional theory data (ωB97M-V with the def2-TZVPD basis set) for the molecule C17H20N2O2S.

Bonds (Å) are listed after each position.
Element x y z (Å)
1 N -1.382 -1.130 0.177  H3 1.015, C5 1.445, C33 1.442
2 H -1.991 -1.299 2.149  C5 1.095
3 H -0.764 -1.602 -0.476  N1 1.015
4 H -2.776 -2.815 -1.494  C7 1.093
5 C -1.348 -1.830 1.441  N1 1.445, H2 1.095, C27 1.534, H41 1.102
6 C 2.804 -0.149 -2.014  C15 1.383, H20 1.079, C39 1.385
7 C -3.421 -2.223 -0.839  H4 1.093, O11 1.408, H25 1.100, C33 1.540
8 H 4.796 -0.909 -2.191  C15 1.079
9 H -2.455 4.313 -0.047  C32 1.079
10 H 1.792 -2.538 1.305  O34 0.964
11 O -4.577 -1.946 -1.594  C7 1.408, H24 0.964
12 N 0.854 0.353 1.101  C16 1.442, C23 1.396, C40 1.395
13 C 3.112 -0.452 0.705  H21 1.080, C29 1.383, C40 1.397
14 C -1.420 3.242 1.497  C32 1.383, H35 1.080, C37 1.384
15 C 3.996 -0.644 -1.518  C6 1.383, H8 1.079, C29 1.383
16 C 0.636 -0.444 2.283  N12 1.442, H26 1.088, C27 1.549, H36 1.096
17 C -1.224 2.746 -0.827  H22 1.080, C32 1.383, C38 1.384
18 S 0.253 0.741 -1.882  C38 1.769, C39 1.769
19 H -3.301 -0.392 0.318  C33 1.097
20 H 2.657 -0.023 -3.076  C6 1.079
21 H 3.273 -0.551 1.769  C13 1.080
22 H -1.472 2.938 -1.860  C17 1.080
23 C -0.022 1.394 0.787  N12 1.396, C37 1.395, C38 1.396
24 H -5.145 -1.357 -1.084  O11 0.964
25 H -3.678 -2.831 0.041  C7 1.100
26 H -0.101 0.048 2.915  C16 1.088
27 C 0.087 -1.861 1.983  C5 1.534, C16 1.549, H31 1.106, O34 1.408
28 H 5.073 -1.159 0.259  C29 1.080
29 C 4.145 -0.788 -0.151  C13 1.383, C15 1.383, H28 1.080
30 H -2.559 -0.307 -1.290  C33 1.094
31 H 0.069 -2.398 2.949  C27 1.106
32 C -1.771 3.512 0.187  H9 1.079, C14 1.383, C17 1.383
33 C -2.687 -0.940 -0.407  N1 1.442, C7 1.540, H19 1.097, H30 1.094
34 O 0.863 -2.580 1.054  H10 0.964, C27 1.408
35 H -1.818 3.843 2.301  C14 1.080
36 H 1.560 -0.539 2.863  C16 1.096
37 C -0.546 2.211 1.789  C14 1.384, C23 1.395, H42 1.080
38 C -0.365 1.701 -0.531  C17 1.384, S18 1.769, C23 1.396
39 C 1.763 0.170 -1.158  C6 1.385, S18 1.769, C40 1.398
40 C 1.886 0.015 0.226  N12 1.395, C13 1.397, C39 1.398
41 H -1.693 -2.875 1.374  C5 1.102
42 H -0.265 2.047 2.819  C37 1.080

Calculated values
Multiplicity: 1
Highest occupied orbital energy in eV: -7.17
Kohn-Sham gap in eV: 7.830
Net charge: 0
SMILES string: OCCNC[C@@H](O)CN1c2ccccc2Sc2ccccc21

***

2 | Density functional theory data (ωB97M-V with the def2-TZVPD basis set) for the molecule C17H20N2O2S.

Bonds (Å) are listed after each position.
Element x y z (Å)
1 H -7.007 1.256 -1.645  C36 1.152
2 H 4.522 -1.808 -1.970  C18 1.158
3 C -1.925 -3.182 0.474  H9 1.152, C21 1.574, C26 1.550
4 H -0.063 -4.440 -0.169  C26 1.140
5 H -3.332 3.377 0.277  C13 1.153
6 H 4.684 0.302 -1.988  N11 1.033
7 H 3.631 2.418 2.560  O39 0.988
8 H 0.941 -0.107 1.042  C29 1.141
9 H -2.719 -4.007 0.345  C3 1.152
10 H 2.680 1.142 1.272  C12 1.149
11 N 4.007 0.134 -1.226  H6 1.033, C18 1.493, C19 1.493
12 C 3.427 1.797 0.694  H10 1.149, C19 1.625, C33 1.626, O39 1.466
13 C -3.994 2.448 0.110  H5 1.153, C35 1.545, C37 1.549
14 H 4.304 -1.797 -0.147  C18 1.145
15 H 4.806 0.049 0.853  C19 1.145
16 H -5.554 3.497 -1.245  C37 1.143
17 H -6.272 -1.130 -0.506  C38 1.153
18 C 3.888 -1.350 -1.116  H2 1.158, N11 1.493, H14 1.145, C28 1.631
19 C 4.503 0.779 0.026  N11 1.493, C12 1.625, H15 1.145, H25 1.155
20 H -3.932 -1.346 2.251  N40 1.044
21 C -2.451 -1.780 0.959  C3 1.574, C32 1.578, N40 1.479
22 H 1.611 -1.015 -1.409  C28 1.154
23 H 1.730 2.053 -0.852  C33 1.147
24 H 2.175 3.600 0.046  C33 1.150
25 H 5.449 1.377 -0.261  C19 1.155
26 C -0.420 -3.420 0.192  C3 1.550, H4 1.140, C42 1.570
27 H 3.306 2.980 -1.286  C33 1.150
28 C 2.347 -1.880 -1.202  C18 1.631, H22 1.154, O31 1.477, H41 1.157
29 C 0.164 -0.929 0.897  H8 1.141, C32 1.544, C42 1.548
30 S -1.995 0.967 1.760  C32 1.872, C35 1.872
31 O 2.028 -2.584 0.057  C28 1.477, C42 1.430
32 C -1.336 -0.684 1.174  C21 1.578, C29 1.544, S30 1.872
33 C 2.615 2.649 -0.429  C12 1.626, H23 1.147, H24 1.150, H27 1.150
34 C -4.344 -0.251 0.577  C35 1.578, C38 1.572, N40 1.485
35 C -3.560 1.108 0.743  C13 1.545, S30 1.872, C34 1.578
36 C -6.081 1.175 -0.964  H1 1.152, C37 1.566, C38 1.573
37 C -5.273 2.501 -0.760  C13 1.549, H16 1.143, C36 1.566
38 C -5.642 -0.185 -0.308  H17 1.153, C34 1.572, C36 1.573
39 O 4.043 2.670 1.698  H7 0.988, C12 1.466
40 N -3.881 -1.507 1.221  H20 1.044, C21 1.479, C34 1.485
41 H 2.255 -2.579 -2.118  C28 1.157
42 C 0.663 -2.298 0.374  C26 1.570, C29 1.548, O31 1.430

Calculated values
Multiplicity: 1
Highest occupied orbital energy in eV: -8.21
Kohn-Sham gap in eV: 8.548
Net charge: 0
SMILES string: C[C@H](O)CNCCOc1ccc2c(c1)Sc1ccccc1N2

***

Quick one: least stable of them? 2